The following is a DFT calculation (ωB97M-V/def2-TZVPD) of one molecule with the formula C21H27N3O2S.

Values from the calculation:
E_HOMO: -8.21 eV
orbital gap: 0.2944 Eh
SMILES string: CCCCN(CC)CCNC(=O)c1cc2c(=O)[nH]c3ccc(C)cc3c2s1
energy above the lowest of the compared OMol25 structures with the same formula, charge and spin: 0.141 eV

Last columns: bonded neighbours and bond lengths (Å).
Positions of all 54 atoms, in Å:
1 C 2.73241 -4.76140 -2.80519  C2 1.525, H28 1.088, H29 1.086, H30 1.088
2 C 2.13356 -5.93689 -2.04117  C1 1.525, C3 1.529, H31 1.093, H32 1.093
3 C 0.72984 -5.65373 -1.50621  C2 1.529, C4 1.529, H33 1.091, H34 1.092
4 C 0.72196 -4.63788 -0.36308  C3 1.529, N5 1.455, H35 1.090, H36 1.103
5 N -0.63798 -4.37186 0.08168  C4 1.455, C6 1.453, C8 1.448
6 C -1.12793 -5.32835 1.05952  N5 1.453, C7 1.526, H37 1.091, H38 1.104
7 C -2.63484 -5.52979 0.93108  C6 1.526, H39 1.086, H40 1.087, H41 1.087
8 C -0.85349 -2.99100 0.46145  N5 1.448, C9 1.537, H42 1.093, H43 1.103
9 C -1.11730 -2.13347 -0.78627  C8 1.537, N10 1.442, H44 1.091, H45 1.092
10 N -1.28891 -0.73977 -0.45622  C9 1.442, C11 1.354, H46 1.006
11 C -0.26467 0.14163 -0.54667  N10 1.354, O12 1.218, C13 1.472
12 O 0.82588 -0.14213 -1.00912  C11 1.218
13 C -0.56152 1.50359 -0.07255  C11 1.472, C14 1.365, S27 1.738
14 C -1.68064 2.05984 0.47734  C13 1.365, C15 1.411, H47 1.075
15 C -1.50886 3.42601 0.78572  C14 1.411, C16 1.456, C26 1.388
16 C -2.51187 4.29777 1.37964  C15 1.456, O17 1.216, N18 1.380
17 O -3.63978 3.97302 1.69666  C16 1.216
18 N -2.07003 5.59069 1.56991  C16 1.380, C19 1.374, H48 1.013
19 C -0.82719 6.08844 1.26143  N18 1.374, C20 1.395, C25 1.409
20 C -0.50674 7.42392 1.50744  C19 1.395, C21 1.376, H49 1.080
21 C 0.74368 7.90524 1.19270  C20 1.376, C22 1.399, H50 1.080
22 C 1.71995 7.08054 0.62341  C21 1.399, C23 1.497, C24 1.379
23 C 3.06977 7.63895 0.29431  C22 1.497, H51 1.086, H52 1.089, H53 1.089
24 C 1.40777 5.75991 0.37815  C22 1.379, C25 1.398, H54 1.080
25 C 0.14573 5.24587 0.68824  C19 1.409, C24 1.398, C26 1.426
26 C -0.24311 3.89297 0.46110  C15 1.388, C25 1.426, S27 1.725
27 S 0.73688 2.64957 -0.22410  C13 1.738, C26 1.725
28 H 3.70010 -5.03557 -3.21964  C1 1.088
29 H 2.87472 -3.90086 -2.15741  C1 1.086
30 H 2.07909 -4.46966 -3.62450  C1 1.088
31 H 2.78959 -6.20252 -1.20859  C2 1.093
32 H 2.08369 -6.80027 -2.70910  C2 1.093
33 H 0.09811 -5.27279 -2.31009  C3 1.091
34 H 0.28788 -6.58883 -1.15631  C3 1.092
35 H 1.15482 -3.70275 -0.71749  C4 1.090
36 H 1.35268 -5.00325 0.46441  C4 1.103
37 H -0.63595 -6.28395 0.87057  C6 1.091
38 H -0.87673 -5.02303 2.09026  C6 1.104
39 H -2.87739 -5.82367 -0.08626  C7 1.086
40 H -2.96598 -6.30861 1.61354  C7 1.087
41 H -3.17823 -4.61757 1.16320  C7 1.087
42 H -1.72695 -2.93317 1.11514  C8 1.093
43 H 0.00506 -2.56770 1.01027  C8 1.103
44 H -0.26598 -2.19347 -1.46625  C9 1.091
45 H -2.00891 -2.50201 -1.29793  C9 1.092
46 H -2.13126 -0.47245 0.02539  N10 1.006
47 H -2.60860 1.55131 0.66761  C14 1.075
48 H -2.74456 6.22500 1.98104  N18 1.013
49 H -1.24882 8.07475 1.94662  C20 1.080
50 H 0.97953 8.94093 1.38814  C21 1.080
51 H 3.71136 6.87541 -0.13647  C23 1.086
52 H 2.97712 8.45885 -0.41666  C23 1.089
53 H 3.54679 8.03033 1.19185  C23 1.089
54 H 2.13626 5.09384 -0.06052  C24 1.080

Atom charges from the natural (NBO) analysis, given in e for atoms 1 to 8: C -0.61; C -0.39; C -0.40; C -0.22; N -0.46; C -0.21; C -0.61; C -0.22